[1]
Density functional theory data (wB97M-V/def2-TZVPD) for a cluster of 8 separate species, C46H57N9O3 in total in a non-equilibrium geometry.

Computed properties:
Highest occupied orbital energy in eV: -9.06
Orbital gap in eV: 9.6
Structure (SMILES): NCCCCC[C@]1(CCCN)COC(=O)O1.c1ccncc1.c1ccncc1.c1ccncc1.c1ccncc1.c1ccncc1.c1ccncc1.c1ccncc1

Each line ends with the Löwdin charge.
Cartesian coordinates (Å):
N1 4.70084 -1.36861 3.78757  -0.02
C1 6.13367 -1.72237 3.52394  -0.26
C2 6.35642 -2.86254 2.41595  -0.20
C3 5.23806 -4.00824 2.37372  -0.21
C4 3.85893 -3.56495 1.64571  -0.19
C5 2.57984 -4.16435 2.40908  -0.10
C6 1.51975 -3.07543 2.92761  -0.34
C7 1.15095 -1.85690 1.97111  -0.09
C8 0.81070 -0.46254 2.67858  -0.14
C9 1.48917 0.76971 1.86246  -0.26
N2 2.25348 1.71616 2.73766  -0.05
C10 1.92113 -2.85423 4.45550  -0.07
O1 1.21927 -4.00346 5.07932  -0.04
C11 -0.06187 -3.95383 4.44187  -0.39
O2 -1.17591 -3.96686 4.99276  0.12
O3 0.26594 -3.83684 3.05819  0.00
H1 4.58703 -1.26025 4.80334  0.07
H2 4.42501 -0.47722 3.35639  0.06
H3 6.63529 -1.91964 4.52724  0.09
H4 6.63085 -0.76127 3.10805  0.11
H5 7.34803 -3.39312 2.69119  0.10
H6 6.55557 -2.37575 1.38881  0.11
H7 5.67282 -4.85844 1.71920  0.11
H8 5.05019 -4.48224 3.39942  0.08
H9 3.86349 -3.95264 0.55612  0.11
H10 3.88950 -2.42843 1.57164  0.08
H11 2.91947 -4.79525 3.31483  0.12
H12 2.02632 -4.90456 1.71584  0.13
H13 0.20180 -2.17312 1.39103  0.13
H14 1.94529 -1.69506 1.14808  0.10
H15 -0.32721 -0.32248 2.65910  0.12
H16 1.15512 -0.34845 3.75728  0.09
H17 2.19751 0.42712 1.03426  0.11
H18 0.63543 1.34874 1.36793  0.09
H19 3.09968 2.03939 2.23184  0.08
H20 2.50232 1.30976 3.64749  0.06
H21 1.48842 -1.98606 5.05596  0.13
H22 2.99207 -3.03032 4.80203  0.13
C12 -0.26843 6.14590 1.13656  -0.08
C13 0.62543 5.33047 1.81640  -0.07
C14 0.23175 4.03648 2.12041  -0.15
N3 -0.96880 3.52636 1.79868  0.06
C15 -1.81449 4.33632 1.14324  -0.17
C16 -1.51468 5.64198 0.78959  -0.08
H23 0.00319 7.16395 0.87892  0.10
H24 1.60574 5.69076 2.10269  0.10
H25 0.89589 3.35779 2.64754  0.06
H26 -2.77659 3.89706 0.89807  0.09
H27 -2.23614 6.24973 0.25752  0.10
C17 -4.92390 2.77063 -2.94301  -0.08
C18 -4.62505 3.11507 -4.25329  -0.07
C19 -3.37863 3.65687 -4.52114  -0.15
N4 -2.44022 3.87203 -3.58514  0.05
C20 -2.75502 3.53091 -2.32488  -0.15
C21 -3.97215 2.98049 -1.95535  -0.06
H28 -5.88915 2.34294 -2.69548  0.07
H29 -5.34465 2.96562 -5.04897  0.10
H30 -3.09739 3.93930 -5.53091  0.10
H31 -1.97952 3.71671 -1.58838  0.09
H32 -4.17112 2.72241 -0.92248  0.10
C22 -10.74670 1.65125 -4.32448  -0.08
C23 -10.19116 2.89628 -4.58467  -0.08
C24 -8.93476 3.17343 -4.07075  -0.15
N5 -8.22336 2.30794 -3.33074  0.06
C25 -8.78393 1.11206 -3.09160  -0.15
C26 -10.03159 0.73714 -3.56356  -0.06
H33 -11.72758 1.39604 -4.71066  0.11
H34 -10.72152 3.63396 -5.17380  0.10
H35 -8.45632 4.13107 -4.24987  0.10
H36 -8.18653 0.43544 -2.48861  0.07
H37 -10.43433 -0.24314 -3.34140  0.10
C27 0.12411 6.75778 -4.94173  -0.08
C28 0.46584 5.43753 -4.68832  -0.07
C29 1.80306 5.08118 -4.76397  -0.15
N6 2.78953 5.93882 -5.07230  0.05
C30 2.43095 7.20937 -5.31453  -0.16
C31 1.12380 7.66600 -5.26098  -0.08
H38 -0.91165 7.07615 -4.89117  0.10
H39 -0.28928 4.70191 -4.43720  0.07
H40 2.12094 4.06161 -4.57118  0.10
H41 3.24714 7.88034 -5.56329  0.10
H42 0.89285 8.70442 -5.46417  0.10
C32 -4.20661 -2.39502 -2.82264  -0.09
C33 -4.43780 -2.35305 -1.45648  -0.07
C34 -5.41238 -1.49107 -0.98326  -0.14
N7 -6.14767 -0.68762 -1.76914  0.06
C35 -5.90289 -0.74793 -3.09051  -0.16
C36 -4.95200 -1.57886 -3.66158  -0.07
H43 -3.45154 -3.05837 -3.23064  0.10
H44 -3.87339 -2.97597 -0.77384  0.11
H45 -5.63093 -1.42464 0.07753  0.11
H46 -6.50873 -0.08855 -3.70372  0.08
H47 -4.79766 -1.58714 -4.73348  0.10
C37 7.30247 -6.34460 7.55466  -0.08
C38 7.29799 -7.20354 6.46563  -0.07
C39 7.13569 -6.65888 5.20197  -0.14
N8 6.97826 -5.34616 4.96793  0.06
C40 6.98458 -4.53778 6.03968  -0.14
C41 7.14365 -4.98302 7.34196  -0.07
H48 7.42823 -6.73242 8.55964  0.11
H49 7.41828 -8.27187 6.59483  0.10
H50 7.12862 -7.28947 4.31881  0.10
H51 6.85320 -3.48311 5.82307  0.08
H52 7.14264 -4.28368 8.16875  0.10
C42 -0.43885 -1.82114 -4.20151  -0.09
C43 -0.62371 -1.05990 -3.05676  -0.08
C44 0.36567 -1.08413 -2.08661  -0.15
N9 1.49370 -1.80523 -2.18706  0.05
C45 1.64685 -2.53417 -3.30387  -0.15
C46 0.71906 -2.57466 -4.33246  -0.08
H53 -1.18989 -1.82753 -4.98425  0.10
H54 -1.51574 -0.46063 -2.92049  0.10
H55 0.26832 -0.50291 -1.17503  0.10
H56 2.56605 -3.10876 -3.35806  0.10
H57 0.89653 -3.17995 -5.21268  0.10

=====

[2]
Density functional theory data (wB97M-V/def2-TZVPD) for a structure of composition C12H41HgN4O13 in a non-equilibrium geometry.

Computed properties:
Net charge: +1
Highest occupied orbital energy in eV: -11.69
Orbital gap in eV: 3.3

Each line ends with the Löwdin charge.
Cartesian coordinates (Å):
Hg1 -2.51567 -0.61421 -3.94599  1.37
C1 0.21194 0.23820 -0.12248  -0.03
C2 -1.15931 -0.25993 -0.64971  -0.29
O1 -1.32057 0.05483 -2.05179  -0.41
H1 1.04447 -0.00923 -0.78109  0.06
H2 0.45186 -0.08814 0.88947  0.07
H3 -0.01109 1.27107 0.14499  0.08
H4 -1.92552 0.36833 -0.19549  0.10
H5 -1.17353 -1.34708 -0.57220  0.08
C3 1.43798 5.37288 -1.47247  -0.24
C4 1.87918 4.01105 -0.94127  -0.25
O2 3.29117 4.06931 -1.00674  -0.06
O3 1.65794 6.38331 -0.51604  -0.05
H6 0.39259 5.33018 -1.77813  0.10
H7 1.98001 5.64463 -2.37825  0.12
H8 1.34493 3.19207 -1.42288  0.08
H9 1.69787 3.88378 0.12598  0.12
H10 3.67080 3.21496 -0.78866  0.09
H11 2.30138 6.08760 0.13215  0.08
C5 2.41988 -4.00642 2.00399  -0.17
C6 1.88613 -2.53229 2.15894  -0.28
O4 1.43951 -2.12741 3.38461  -0.05
O5 3.61363 -4.05136 2.80248  -0.08
H12 2.67755 -4.28720 0.98278  0.12
H13 1.74173 -4.73237 2.45255  0.12
H14 1.07362 -2.40795 1.44306  0.10
H15 2.57322 -1.75861 1.81624  0.12
H16 2.03262 -2.47759 4.05333  0.09
H17 3.39525 -3.85295 3.71601  0.07
C7 -2.51991 3.54533 -2.28608  -0.21
C8 -3.34474 3.23172 -1.01397  -0.27
O6 -3.00435 4.05434 0.05064  -0.03
O7 -1.16111 3.13248 -2.27274  -0.07
H18 -2.68903 4.58050 -2.58258  0.13
H19 -3.07017 2.99538 -3.04954  0.09
H20 -3.25098 2.22121 -0.61623  0.10
H21 -4.41452 3.19355 -1.21940  0.12
H22 -2.06435 3.85988 0.06412  0.08
H23 -1.14436 2.20441 -2.02777  0.03
C9 0.76092 1.87379 4.12717  -0.30
C10 0.28994 1.06767 5.22749  -0.32
O8 -0.58592 0.03811 4.97300  -0.02
O9 1.36663 1.12088 3.15059  -0.06
H24 1.49317 2.59321 4.49368  0.13
H25 -0.09887 2.33280 3.63914  0.13
H26 -0.18945 1.74473 5.93451  0.13
H27 1.17497 0.74944 5.77844  0.13
H28 -0.17005 -0.62079 4.41220  0.06
H29 2.05098 0.56431 3.52939  0.09
C11 1.98030 -3.00597 -2.59093  -0.77
O10 1.53094 -4.03041 -2.15414  0.06
N1 2.62122 -2.92876 -3.76176  0.15
N2 1.70607 -1.80640 -2.19753  0.17
H30 3.21117 -2.11793 -3.88264  0.10
H31 2.65029 -3.68516 -4.43043  0.12
H32 0.96195 -1.64664 -1.53356  0.08
H33 2.17916 -1.10264 -2.74618  0.09
C12 -3.10248 -4.12354 0.29415  -0.79
O11 -2.01625 -3.85950 -0.09709  0.04
N3 -3.74841 -5.28787 0.08190  0.17
N4 -3.75580 -3.21693 0.94912  0.18
H34 -4.66325 -5.37067 0.50179  0.10
H35 -3.48020 -6.01554 -0.56515  0.12
H36 -4.72668 -3.36777 1.18308  0.12
H37 -3.28581 -2.33114 1.06990  0.12
O12 -2.02694 -2.57775 -2.96842  -0.13
H38 -1.55651 -2.30959 -2.17910  0.01
H39 -2.37323 -3.44506 -2.75841  0.08
O13 0.99854 0.79041 -3.52391  -0.05
H40 1.00794 1.73905 -3.65130  0.04
H41 0.34974 0.64721 -2.83487  -0.04

=====

Q: The highest highest occupied orbital energy belongs to which entry?
A: C46H57N9O3

=====

Q: Number 2 is which compound?
A: C12H41HgN4O13

=====

Q: Which of these has the lowest highest occupied orbital energy?
A: C12H41HgN4O13